{
  "formula": "C44H101ClN3O13PS10",
  "method": "ωB97M-V/def2-TZVPD",
  "e_tot_ev": -208494.59856,
  "homo_lumo_gap_ev": 7.3670,
  "elements": ["C", "C", "C", "C", "C", "C", "C", "C", "C", "C", "C", "Cl", "O", "C", "O", "C", "C", "C", "C", "C", "C", "C", "C", "C", "C", "C", "C", "S", "C", "N", "N", "C", "O", "P", "N", "O", "H", "H", "H", "H", "H", "H", "H", "H", "H", "H", "H", "H", "H", "H", "H", "H", "H", "H", "H", "H", "H", "H", "H", "H", "H", "H", "H", "H", "H", "H", "H", "H", "H", "H", "H", "H", "H", "H", "H", "H", "H", "H", "H", "H", "H", "H", "H", "C", "S", "O", "C", "H", "H", "H", "H", "H", "H", "C", "S", "O", "C", "H", "H", "H", "H", "H", "H", "C", "S", "O", "C", "H", "H", "H", "H", "H", "H", "C", "S", "O", "C", "H", "H", "H", "H", "H", "H", "C", "S", "O", "C", "H", "H", "H", "H", "H", "H", "C", "S", "O", "C", "H", "H", "H", "H", "H", "H", "C", "S", "O", "C", "H", "H", "H", "H", "H", "H", "C", "S", "O", "C", "H", "H", "H", "H", "H", "H", "C", "S", "O", "C", "H", "H", "H", "H", "H", "H"],
  "positions_angstrom": [[-0.736, 6.923, -3.419], [-1.705, 5.857, -4.260], [-2.464, 4.850, -3.180], [-1.666, 3.389, -3.018], [-2.684, 2.236, -2.446], [-1.943, 0.758, -2.207], [-2.426, 0.155, -0.755], [-2.404, -1.516, -0.699], [-1.036, -1.887, 0.189], [-0.981, -3.484, 0.629], [0.045, -3.796, 1.877], [1.522, -2.670, 1.522], [-0.366, -3.253, 3.214], [0.722, -3.739, 4.126], [1.577, -3.028, 4.865], [0.599, -5.358, 3.904], [1.673, -6.379, 4.600], [1.468, -6.242, 6.241], [2.701, -5.478, 7.005], [0.368, -5.367, 2.282], [1.325, -6.274, 1.309], [2.934, -6.008, 1.466], [3.714, -6.497, 0.100], [5.305, -6.090, 0.091], [6.136, -6.787, 1.321], [6.978, -8.155, 0.862], [6.973, -9.306, 2.074], [8.414, -9.061, 3.296], [8.499, -7.220, 3.729], [9.611, -6.209, 3.542], [9.139, -4.959, 3.996], [7.718, -5.131, 4.486], [7.321, -6.568, 4.320], [-1.309, -6.352, 2.162], [-1.118, -7.970, 2.969], [-2.570, -5.534, 3.044], [-1.297, 7.971, -3.310], [0.303, 7.108, -3.951], [-0.516, 6.455, -2.366], [-1.131, 5.278, -5.101], [-2.550, 6.538, -4.750], [-3.564, 4.709, -3.570], [-2.484, 5.458, -2.155], [-1.222, 3.164, -4.088], [-0.746, 3.620, -2.318], [-3.098, 2.631, -1.415], [-3.539, 2.095, -3.246], [-0.782, 1.006, -2.174], [-2.115, 0.033, -3.114], [-3.483, 0.593, -0.415], [-1.655, 0.557, 0.046], [-2.195, -1.857, -1.803], [-3.384, -1.953, -0.232], [-1.129, -1.271, 1.180], [-0.133, -1.561, -0.501], [-0.730, -4.181, -0.301], [-2.098, -3.756, 0.949], [-0.397, -5.615, 4.507], [1.454, -7.486, 4.285], [2.808, -6.122, 4.384], [0.474, -5.658, 6.512], [1.353, -7.321, 6.693], [2.328, -5.278, 8.120], [3.693, -6.118, 7.061], [2.978, -4.425, 6.568], [1.160, -7.445, 1.416], [1.057, -6.034, 0.170], [3.308, -6.728, 2.339], [3.235, -4.921, 1.777], [3.201, -6.057, -0.869], [3.619, -7.683, 0.004], [5.757, -6.438, -0.932], [5.478, -4.910, 0.149], [5.445, -7.140, 2.219], [6.855, -5.951, 1.770], [6.439, -8.577, -0.102], [8.076, -7.795, 0.676], [7.073, -10.346, 1.504], [5.952, -9.339, 2.649], [6.965, -4.366, 4.961], [-0.116, -8.261, 2.985], [-1.506, -7.944, 3.941], [-3.050, -6.250, 3.583], [3.756, 7.455, -5.725], [3.302, 9.205, -5.650], [1.928, 9.289, -5.056], [3.137, 9.435, -7.437], [3.874, 7.084, -4.705], [2.970, 6.886, -6.228], [4.701, 7.346, -6.261], [2.389, 8.745, -7.836], [4.102, 9.262, -7.919], [2.819, 10.463, -7.626], [-1.917, 12.604, -3.470], [-1.203, 10.942, -3.506], [-2.292, 9.976, -3.148], [-0.159, 11.152, -2.044], [-2.639, 12.690, -4.285], [-2.425, 12.772, -2.517], [-1.126, 13.345, -3.609], [-0.775, 11.409, -1.178], [0.576, 11.939, -2.228], [0.361, 10.211, -1.851], [-4.711, 14.775, -1.039], [-3.859, 16.010, -2.052], [-2.388, 15.850, -1.814], [-4.410, 17.447, -1.101], [-4.476, 13.783, -1.432], [-4.373, 14.844, -0.002], [-5.790, 14.939, -1.094], [-4.090, 17.352, -0.060], [-5.499, 17.525, -1.153], [-3.963, 18.343, -1.537], [-6.476, -8.999, 5.162], [-5.625, -7.765, 4.149], [-4.153, -7.925, 4.387], [-6.175, -6.328, 5.100], [-6.241, -9.991, 4.770], [-6.138, -8.931, 6.199], [-7.555, -8.836, 5.107], [-5.855, -6.422, 6.141], [-7.264, -6.249, 5.048], [-5.728, -5.431, 4.664], [-6.973, -0.671, 3.744], [-6.259, -2.333, 3.707], [-7.348, -3.299, 4.066], [-5.216, -2.123, 5.169], [-7.695, -0.585, 2.928], [-7.481, -0.502, 4.696], [-6.182, 0.070, 3.604], [-5.831, -1.866, 6.035], [-4.480, -1.336, 4.985], [-4.695, -3.064, 5.362], [-4.169, 5.520, -7.212], [-3.274, 4.089, -7.864], [-1.808, 4.359, -7.696], [-3.685, 4.384, -9.601], [-4.019, 5.559, -6.130], [-3.786, 6.439, -7.664], [-5.234, 5.413, -7.425], [-3.331, 5.372, -9.907], [-4.767, 4.313, -9.738], [-3.193, 3.620, -10.208], [-2.067, 1.001, -12.105], [-1.486, 2.712, -12.202], [-2.359, 3.429, -13.187], [0.076, 2.334, -13.033], [-3.059, 0.997, -11.647], [-2.130, 0.570, -13.107], [-1.382, 0.416, -11.487], [-0.118, 1.822, -13.979], [0.693, 1.707, -12.386], [0.599, 3.273, -13.231], [10.528, 0.472, 3.892], [9.925, -0.334, 2.389], [8.933, 0.590, 1.748], [8.990, -1.632, 3.234], [11.116, 1.347, 3.604], [9.686, 0.791, 4.511], [11.163, -0.220, 4.449], [8.241, -1.186, 3.893], [9.673, -2.258, 3.813], [8.489, -2.245, 2.481], [-2.367, -7.854, 9.225], [-1.516, -6.619, 8.213], [-0.044, -6.779, 8.450], [-2.067, -5.182, 9.163], [-2.132, -8.846, 8.833], [-2.029, -7.785, 10.262], [-3.446, -7.690, 9.171], [-1.747, -5.277, 10.204], [-3.155, -5.104, 9.111], [-1.619, -4.286, 8.727]],
  "forces_ev_per_angstrom": [[0.075, -0.115, -0.386], [-0.453, 0.947, 0.803], [0.467, 0.444, -0.491], [-0.401, 1.358, -0.311], [0.838, -0.051, -0.475], [0.204, 1.285, 0.411], [0.141, -0.190, 0.225], [1.470, 1.043, 0.133], [-1.095, -0.424, -0.234], [-1.072, 0.113, 0.002], [-0.269, 0.037, 0.712], [-0.254, -1.384, -0.148], [2.526, -0.613, -0.050], [3.373, 1.530, 2.666], [-6.311, -4.316, -5.032], [0.585, 0.719, 0.611], [0.363, 0.982, 0.986], [0.382, -0.120, -0.093], [-0.196, 0.152, 0.892], [-0.492, -0.561, 1.133], [0.688, 0.589, -0.839], [0.499, -1.252, 0.296], [0.111, -0.005, -0.073], [-0.039, -0.016, 0.129], [0.245, -0.114, 0.484], [-0.598, 0.927, 0.861], [-0.997, 0.539, -1.767], [-0.470, 1.890, -0.097], [0.591, 4.224, 0.061], [-5.728, -2.103, 1.470], [-5.730, -3.164, 1.597], [4.177, -2.674, -2.100], [4.195, 2.584, -0.877], [-1.640, -0.635, -1.766], [0.429, 2.002, 0.789], [1.371, -2.440, 0.796], [1.292, -2.452, -0.090], [-2.182, -0.324, 1.000], [-0.379, 1.015, -1.902], [-1.169, 1.067, 1.644], [1.861, -1.567, 0.822], [2.037, -0.029, 0.933], [-0.179, -1.558, -2.118], [-1.003, 0.070, 2.134], [-1.826, -0.814, -1.188], [0.617, -0.861, -2.141], [1.504, 0.425, 1.828], [-2.364, -0.782, 0.009], [0.121, 1.380, 1.862], [2.202, -1.046, -1.034], [-1.604, -0.792, -1.551], [-0.836, 0.299, 2.195], [1.931, 0.734, -1.009], [0.561, -1.076, -1.930], [-1.735, -0.682, 1.846], [-0.274, 1.455, 2.178], [2.508, 0.374, -0.447], [1.770, 0.653, -1.585], [0.377, 2.226, 0.393], [-2.472, -0.482, 0.156], [2.176, -1.245, -0.865], [0.262, 2.295, -0.865], [0.925, -0.555, -2.361], [-2.118, 1.147, -0.198], [-0.754, -2.111, 0.531], [0.089, 2.500, -0.012], [0.290, -0.388, 2.529], [-0.752, 1.675, -1.839], [-0.818, -1.980, -0.811], [0.971, -0.732, 2.021], [0.230, 2.480, 0.269], [-0.753, 0.626, 1.910], [-0.695, -2.570, -0.111], [1.173, 1.004, -1.982], [-1.352, -2.017, -0.954], [1.340, 0.714, 1.964], [-2.054, -1.112, 0.005], [0.358, 2.063, 1.719], [2.021, 0.252, -1.093], [1.726, -1.870, -1.145], [-1.136, 0.309, 0.178], [0.624, -0.188, -0.869], [0.665, 1.132, -0.850], [-0.069, -0.111, -0.008], [-0.464, -0.062, 0.142], [0.640, -0.089, -0.334], [-0.098, -0.019, -0.116], [-0.043, 0.169, -0.104], [-0.002, 0.125, 0.045], [-0.047, 0.080, 0.044], [0.039, 0.032, 0.132], [-0.039, 0.017, 0.105], [0.052, -0.130, 0.153], [-0.109, 0.002, 0.078], [-0.094, -0.102, 0.021], [0.233, 0.500, 0.046], [-0.011, -0.035, 0.146], [0.132, -0.133, 0.057], [0.116, -0.050, -0.044], [-0.054, -0.079, 0.042], [-0.042, -0.013, -0.131], [-0.086, -0.077, -0.072], [-0.119, 0.081, -0.184], [0.031, -0.053, 0.106], [0.420, -0.053, 0.162], [-0.711, 0.045, 0.004], [0.031, 0.082, 0.110], [0.008, 0.186, -0.035], [0.043, 0.059, -0.112], [0.084, 0.021, -0.057], [0.024, -0.074, -0.118], [0.086, -0.056, -0.053], [-0.015, -0.207, -0.024], [0.148, -0.119, 0.081], [-0.238, 0.123, 0.114], [-0.059, 0.256, 0.138], [0.127, -0.002, 0.064], [0.022, 0.188, -0.029], [0.031, 0.063, -0.104], [0.111, 0.062, -0.075], [0.032, -0.124, -0.087], [0.136, 0.035, -0.108], [-0.148, -0.193, -0.066], [-0.110, 0.040, 0.058], [-0.220, -0.086, 0.099], [0.420, 0.386, 0.028], [-0.025, -0.002, 0.137], [0.140, -0.130, 0.081], [0.057, -0.106, -0.053], [-0.005, -0.113, -0.017], [-0.044, -0.025, -0.130], [-0.056, -0.096, -0.062], [-0.072, 0.095, -0.153], [0.003, 0.085, 0.040], [0.399, 0.229, 0.022], [-0.667, -0.061, -0.150], [0.023, 0.044, -0.065], [0.058, -0.110, -0.172], [0.053, -0.126, 0.006], [0.075, -0.073, -0.020], [0.024, -0.098, 0.087], [0.075, -0.020, 0.074], [-0.043, 0.124, 0.199], [-0.041, -0.089, -0.081], [-0.182, 0.119, -0.423], [0.402, -0.432, 0.418], [0.070, -0.024, -0.110], [0.143, 0.115, -0.048], [0.016, 0.124, 0.044], [-0.023, 0.104, -0.009], [-0.090, 0.063, 0.097], [-0.095, 0.073, 0.010], [-0.176, -0.079, 0.095], [-0.027, 0.091, 0.096], [-0.439, 0.258, -0.113], [0.441, -0.408, 0.411], [-0.040, 0.010, 0.082], [-0.105, -0.154, -0.078], [0.006, -0.050, -0.122], [-0.041, 0.000, -0.095], [0.071, 0.099, -0.096], [-0.031, 0.022, -0.135], [0.165, 0.134, 0.033], [0.005, -0.082, 0.076], [0.468, -0.075, 0.246], [-1.114, -0.024, 0.586], [0.027, 0.081, 0.101], [0.028, 0.200, -0.042], [0.046, 0.070, -0.120], [0.077, 0.028, -0.056], [0.025, -0.074, -0.118], [0.076, -0.053, -0.052], [-0.005, -0.196, -0.030]],
  "mulliken_charge": [-0.68, 0.00, -0.64, -0.49, -0.47, -0.52, -0.53, -0.33, -0.71, -0.49, 0.07, -0.20, -0.25, -0.02, -0.59, -0.13, 0.21, -0.07, -0.96, 1.41, -1.04, -0.04, -0.52, -0.73, 0.30, -0.75, -0.54, -0.10, 0.28, -0.42, -0.03, -0.03, -0.20, -0.02, -0.63, -0.15, 0.07, 0.13, 0.26, 0.20, 0.08, 0.31, 0.28, 0.25, 0.23, 0.27, 0.15, 0.24, 0.37, 0.33, 0.23, 0.24, 0.27, 0.34, 0.20, 0.16, 0.25, 0.14, 0.15, 0.08, -0.20, 0.30, 0.27, 0.23, 0.20, 0.28, 0.20, -0.06, 0.30, 0.34, 0.15, 0.35, 0.30, 0.03, -0.12, 0.40, 0.27, 0.34, 0.30, 0.34, 0.30, 0.22, 0.14, -0.95, 0.45, -0.51, -0.94, 0.30, 0.28, 0.40, 0.29, 0.37, 0.31, -0.86, 0.62, -0.71, -0.97, 0.42, 0.09, 0.37, 0.36, 0.34, 0.30, -0.88, 0.52, -0.60, -0.93, 0.27, 0.30, 0.38, 0.30, 0.35, 0.31, -0.99, 0.47, -0.62, -0.65, 0.34, 0.28, 0.39, 0.32, 0.41, -0.05, -0.98, 0.63, -0.64, -0.92, 0.32, 0.32, 0.36, 0.37, 0.38, 0.23, -0.73, 0.48, -0.60, -0.46, 0.05, 0.30, 0.42, 0.33, 0.38, -0.20, -0.93, 0.58, -0.63, -0.96, 0.30, 0.34, 0.36, 0.31, 0.35, 0.31, -0.91, 0.49, -0.62, -0.92, 0.32, 0.29, 0.34, 0.37, 0.37, 0.27, -1.10, 0.78, -0.67, -1.05, 0.32, 0.36, 0.36, 0.36, 0.37, 0.29]
}